No. 1
Below is an isolated ion of composition C19H34NO2 and charge +1, with properties calculated with ωB97M-V/def2-TZVPD.

ORCA input file:
```
! RIJCOSX wB97M-V def2-TZVPD def2/J DEFGRID3
* xyz 1 1
C -2.9821 -4.6519 -5.7881
C -1.7795 -4.7550 -4.8576
C -2.1391 -4.5603 -3.3842
C -2.5822 -3.1367 -3.0529
C -2.8563 -2.9605 -1.5611
C -3.3015 -1.5368 -1.2330
C -3.6542 -1.3312 0.2398
H -4.1327 -0.3562 0.3556
H -4.3721 -2.0937 0.5462
C -2.4421 -1.3975 1.1836
C -1.4696 -0.2994 0.8882
C -0.3241 -0.5312 0.1374
C 0.5450 0.5040 -0.1721
C 0.2833 1.8072 0.2571
C -0.8688 2.0380 1.0061
C -1.7264 1.0015 1.3159
H -2.6198 1.2027 1.8871
H -1.1025 3.0420 1.3271
C 1.2144 2.9432 -0.0820
H 1.9119 2.6334 -0.8607
H 0.6238 3.7645 -0.4916
C 1.9741 3.4982 1.1325
H 2.5033 4.4014 0.8272
H 1.2555 3.7799 1.9043
C 2.9943 2.5536 1.7742
N 2.3300 1.2753 2.1769
H 3.0768 0.5659 2.2422
H 1.9129 1.4532 3.1051
H 1.5941 1.0045 1.4778
C 3.5186 3.1570 3.0948
H 4.4014 2.5964 3.4284
O 2.4699 3.0373 4.0348
H 2.6990 3.5051 4.8434
H 3.7997 4.2022 2.9378
C 4.1705 2.1762 0.8607
H 3.8109 1.9183 -0.1420
O 4.7996 1.0595 1.4570
H 5.6219 0.8598 0.9991
H 4.8532 3.0274 0.7784
H 1.4077 0.3044 -0.7941
H -0.1125 -1.5258 -0.2237
H -2.8016 -1.2990 2.2102
H -1.9558 -2.3678 1.0849
H -4.1863 -1.3060 -1.8299
H -2.5193 -0.8312 -1.5251
H -1.9513 -3.2119 -1.0036
H -3.6364 -3.6605 -1.2541
H -1.8040 -2.4341 -3.3636
H -3.4882 -2.8948 -3.6094
H -1.2656 -4.8086 -2.7746
H -2.9358 -5.2570 -3.1149
H -1.0308 -4.0137 -5.1478
H -1.3284 -5.7427 -4.9757
H -3.7543 -5.3576 -5.4903
H -2.6873 -4.8794 -6.8096
H -3.4053 -3.6509 -5.7745
*
```

As for the SMILES: CCCCCCCCc1ccc(CCC([NH3+])(CO)CO)cc1. Its HOMO energy is -12.0 eV. The value obtained for the relative energy (zero: lowest compared OMol25 entry of this formula, charge and spin) is 32.7 kJ/mol. As for the gap between HOMO and LUMO: 0.3529 Ha.



No. 2
Below is C19H35BBeBr3F13LiN3NaO4S2 as an isolated structure at a distorted geometry, with properties calculated with ωB97M-V/def2-TZVPD.

ORCA input file:
```
! RIJCOSX wB97M-V def2-TZVPD def2/J DEFGRID3
* xyz 1 1
O 1.7536 -4.9388 -0.1204
S 1.2358 -3.5142 -0.0101
O 0.8719 -3.0753 -1.4253
N -0.1017 -3.5769 1.0755
C -0.0734 -4.5654 2.1456
N -1.2917 -4.4333 2.8871
C -2.1316 -3.3726 2.3570
C -1.3333 -2.8063 1.1406
C -1.7600 -1.6555 0.1337
C -1.8771 -0.1962 0.8093
C -3.3947 0.2128 1.1692
S -3.5608 0.2622 3.0172
C 2.6252 -2.5381 0.7882
F 3.8736 -2.6916 0.0908
F 2.8527 -3.1626 2.0702
C 2.2864 -1.0029 1.1106
F 1.1301 -0.9742 1.9186
F 3.3632 -0.5254 1.9416
C 2.2244 -0.0280 -0.1662
F 3.2027 1.0125 0.0320
F 0.9725 0.6654 -0.2779
F 2.5530 -0.6254 -1.3941
H 0.7447 -5.3404 2.3729
H -1.5468 -5.0286 3.6901
H -3.1444 -3.0196 2.7324
H -0.9460 -1.5816 -0.6751
H -2.7603 -1.9338 -0.3841
H -1.1940 -0.0540 1.7196
H -1.5042 0.5537 0.0031
H -3.5878 1.2280 0.6587
H -4.0769 -0.5498 0.6660
H -2.2793 0.5252 3.5409
Br 0.2838 -2.8696 -3.4311
Be -1.8149 -1.8812 -2.6016
F -1.1041 -4.3895 -0.8941
F -2.6952 -3.5916 4.4529
C 6.0541 3.3598 -3.7262
N 5.7187 4.3381 -2.6126
C 6.2026 5.7129 -3.0356
C 6.4442 3.9306 -1.3524
C 4.1997 4.4247 -2.3852
C 3.5409 3.1250 -1.9171
O 3.7169 2.0910 -2.8709
H 7.0906 3.5276 -4.0255
H 5.9633 2.3420 -3.3538
H 5.3854 3.5444 -4.5676
H 7.2815 5.6684 -3.1908
H 5.9631 6.4230 -2.2430
H 5.6959 5.9851 -3.9633
H 6.1488 2.9170 -1.0825
H 6.1795 4.6321 -0.5594
H 7.5172 3.9609 -1.5472
H 3.7683 4.7424 -3.3387
H 4.0378 5.2096 -1.6413
H 2.4625 3.2929 -1.7930
H 3.9423 2.7964 -0.9536
H 3.3112 1.2855 -2.5108
Br -2.8581 3.8259 -0.5862
C -3.9504 4.7947 0.7118
C -3.1181 5.2981 1.8653
Br -2.6794 3.8535 3.0929
H -4.7479 4.1163 1.0169
H -4.3818 5.6291 0.1563
H -3.6822 6.0200 2.4582
H -2.1748 5.7483 1.5556
B 2.1063 -7.6938 -2.1526
F 1.8779 -8.8777 -2.9195
F 3.4820 -7.6367 -1.7513
F 1.8041 -6.5351 -2.9626
F 1.2685 -7.6988 -0.9976
Na 2.7563 -4.7401 -3.8483
C -7.7069 -2.5395 2.5141
C -6.9810 -1.1920 2.7002
C -7.9709 -0.0433 2.4203
O -6.0038 -1.1224 1.7990
H -8.1028 -2.6636 1.5006
H -7.0405 -3.3822 2.7209
H -8.5529 -2.6140 3.2067
H -6.7363 -1.1257 3.7727
H -8.3760 -0.0802 1.4033
H -7.4967 0.9339 2.5588
H -8.8194 -0.0957 3.1119
Li -0.3351 3.9741 -1.8207
*
```

Its HOMO energy is -7.8 eV. As for the gap between HOMO and LUMO: 0.0724 Ha.



No. 3
Below is C19H35BBrN2O7P in the gas phase at a distorted geometry, with properties calculated with ωB97M-V/def2-TZVPD.

ORCA input file:
```
! RIJCOSX wB97M-V def2-TZVPD def2/J DEFGRID3
* xyz 0 1
C -1.2200 4.0017 3.8316
C -0.8351 3.0255 2.8767
C -0.3497 1.9033 1.7823
B -0.0456 0.5978 2.7352
N 1.0223 0.5286 3.8362
O -0.8292 -0.6584 2.5013
N -1.6986 1.5308 1.1312
C -1.8502 2.6335 0.0642
O -2.9375 3.3507 -0.2716
C -0.2977 2.7683 -0.5435
Br -0.3142 4.6607 -1.2064
C -0.3179 1.9137 -1.9418
C -0.9264 0.3886 -1.8103
C -2.4956 0.3117 -2.3519
C -3.5378 -0.3595 -1.2790
C -3.5827 -2.0112 -1.3114
C -2.1495 -2.6979 -0.8908
C -2.3221 -4.3048 -0.4691
C -2.4958 -4.2980 1.1834
O -2.4995 -5.6417 1.7824
C -1.1590 -6.2677 1.7288
C 0.7939 2.3438 0.6436
C 1.8136 1.0662 0.2894
O 2.6624 1.3078 -0.8876
C 3.9736 0.6498 -0.7803
C 4.3196 -0.2722 -2.1320
C 5.0256 0.5829 -3.3394
P 2.0804 3.6991 1.1687
O 1.3640 5.0467 1.6886
O 3.0925 4.2285 -0.1804
O 3.0492 3.1565 2.5555
H -1.4766 5.0325 4.3745
H 1.4144 1.5095 3.8716
H 1.7363 -0.1495 3.4816
H -0.3409 -1.4076 2.9932
H -2.5080 1.4433 1.7920
H -1.0637 2.4941 -2.6717
H 0.7243 1.9198 -2.5240
H -0.8139 -0.0945 -0.7506
H -0.3126 -0.3131 -2.5541
H -2.5965 -0.3196 -3.3598
H -2.9390 1.3844 -2.6188
H -4.6285 -0.0086 -1.6144
H -3.4131 0.0050 -0.1741
H -4.0256 -2.4301 -2.3368
H -4.3737 -2.3316 -0.4813
H -1.4168 -2.5383 -1.7935
H -1.6887 -2.1577 0.0394
H -3.3243 -4.6500 -1.0027
H -1.3749 -4.8898 -0.8358
H -3.4881 -3.7135 1.4705
H -1.5641 -3.6975 1.6005
H -0.9851 -6.7529 0.6559
H -1.1539 -7.0943 2.5802
H -0.2779 -5.4931 1.9042
H 1.2054 0.0675 0.0539
H 2.5231 0.9720 1.2151
H 4.0917 -0.0803 0.1278
H 4.7980 1.5130 -0.7619
H 5.1379 -1.0559 -1.7578
H 3.3457 -0.8468 -2.4446
H 6.1864 0.3074 -3.3538
H 4.5796 0.2361 -4.3886
H 4.8935 1.7369 -3.1713
H 2.5838 4.1968 -1.0428
H 3.2126 4.0215 3.0746
*
```

As for the SMILES: C#C[C@@]1(B(N)O)NC(=O)[C@](Br)(CCCCCCCCOC)[C@@]1(COCCC)P(=O)(O)O. Its HOMO energy is -9.4 eV. As for the gap between HOMO and LUMO: 0.3393 Ha.